Record 1
Below is C26H35N4O5SW as an isolated structure in a non-equilibrium geometry, with properties calculated with ωB97M-V/def2-TZVPD.

Properties
- Strongest force on any atom: 4.11 eV/A
- Frontier orbital gap: 4.39 eV
- Total charge: +3
- Relative energy (zero: lowest compared OMol25 entry of this formula, charge and spin): 223.40 kJ/mol
- Electronic energy: -56362.4511 eV
- LUMO: -12.47 eV

Positions of all 72 atoms, in Å:
C 4.186 -0.660 -0.090
C 2.737 -2.448 -2.731
H 5.383 -3.204 1.809
H 1.381 3.814 0.672
N 2.251 -1.153 -3.222
C 5.104 -1.510 0.523
C 1.854 -2.936 -1.561
N 1.274 1.682 0.499
H 3.271 0.361 -4.354
H 0.402 0.633 -4.103
H -4.242 1.399 0.580
C 1.401 -1.274 -4.431
H -0.522 -0.513 -5.111
H 4.263 -0.405 -3.124
H -3.249 2.376 4.087
H -1.507 0.626 -2.045
W 0.988 -0.254 -0.919
H 2.982 -3.424 2.317
O 1.515 0.993 -2.119
C 4.675 -2.529 1.358
H -0.514 4.366 -0.658
C 3.327 -2.656 1.640
H 2.735 -3.230 -3.503
H -1.890 2.863 -1.874
H -5.609 -0.404 1.759
C 3.245 -0.075 -3.345
C -4.180 1.817 4.012
N 0.131 -0.876 1.003
H -2.072 -2.792 4.447
H -4.287 1.205 4.902
C -5.572 0.235 2.640
C 2.801 -0.775 0.102
C -2.076 -2.010 3.701
C 0.147 -0.424 -4.250
C 2.406 -1.785 1.047
C 1.062 3.064 -0.057
N -1.022 1.027 -1.229
C -4.169 1.939 1.523
H 6.159 -1.376 0.339
C -1.035 -1.905 2.782
C -2.051 0.051 1.816
H -4.999 2.530 4.004
O -0.520 -0.845 -3.040
C -4.230 0.983 2.720
C -0.402 3.312 -0.394
H 3.766 -2.392 -2.358
C -1.020 -0.886 1.810
C -3.100 -0.027 2.723
C -3.087 -1.077 3.662
H -0.878 -1.737 -3.210
S 0.444 -2.817 2.723
O 3.536 1.814 -1.808
O 0.871 -2.057 -1.272
H -2.003 0.899 1.155
H 2.235 1.694 0.874
H -0.228 2.602 -2.419
H 1.937 -0.962 -5.332
H 1.107 -2.317 -4.568
H -5.746 -0.378 3.517
C 1.012 -1.809 1.467
H -1.030 3.146 0.485
H -3.865 -1.139 4.405
H 1.699 3.173 -0.942
C -0.908 2.487 -1.569
O 2.033 -3.938 -0.947
H -5.021 2.610 1.577
H 4.589 0.144 -0.699
H -3.276 2.561 1.541
C 2.831 1.024 -2.366
H -6.382 0.957 2.572
H -1.730 0.984 -0.480
H 0.680 1.627 1.339

Record 2
Below is C26H35N7O5PPd as an isolated structure, with properties calculated with ωB97M-V/def2-TZVPD.

Properties
- Strongest force on any atom: 0.86 eV/A
- Frontier orbital gap: 8.48 eV
- Total charge: +1
- Relative energy (zero: lowest compared OMol25 entry of this formula, charge and spin): 55.66 kJ/mol
- Electronic energy: -60965.1814 eV
- LUMO: -1.98 eV

Positions of all 75 atoms, in Å:
H -1.100 -1.613 2.662
C -0.051 -2.252 -4.794
N -5.235 4.284 1.753
H -5.219 4.790 0.885
C 1.650 -2.726 -0.469
H 0.944 0.199 5.982
O 0.318 -0.690 -2.994
H 5.411 -0.096 -1.201
H -3.549 3.256 -3.480
C -0.353 -0.949 3.079
H -2.803 -1.654 -0.841
O 2.472 2.213 5.621
C 3.632 1.069 -0.895
C 1.574 0.728 4.014
C -2.564 -1.787 -1.900
H 4.127 2.024 -1.009
N -3.625 2.950 0.864
H 2.158 -6.059 -0.811
H -1.435 3.345 -2.153
Pd -0.290 -0.120 0.118
H 1.905 1.072 1.909
C 3.697 -1.329 -0.867
N 0.386 -0.271 2.199
C 2.306 -3.924 -0.762
C -2.747 2.541 -3.673
H 4.288 -2.230 -0.945
H 0.782 -2.838 -4.403
H 3.793 1.426 2.857
H 5.431 2.452 4.734
H 4.200 3.725 4.572
C 2.322 -1.403 -0.614
H -2.464 2.018 -1.600
C -3.768 -2.256 -2.678
H -4.121 -3.208 -2.279
C 2.268 1.018 -0.644
C 0.784 0.040 4.924
C 0.111 -0.798 -4.429
N -2.059 1.052 0.980
H -0.980 -2.655 -4.390
C -4.380 3.264 1.896
N 3.669 1.915 3.729
H -1.738 -2.496 -1.977
H -3.193 1.584 -3.942
C 1.335 0.544 2.663
C -0.185 -0.826 4.446
N 0.389 -2.732 -0.039
C 2.608 1.688 4.532
C -2.805 1.939 0.955
C 0.347 -5.125 -0.117
H -2.157 2.906 -4.514
O -2.154 -0.511 -2.441
C 1.621 -0.202 -0.488
C 4.347 -0.115 -1.005
C 4.682 2.887 4.065
C 1.653 -5.129 -0.585
O 5.254 3.254 2.828
H -3.676 1.881 3.215
H -0.072 -2.362 -5.878
H -4.891 2.919 3.860
H -5.790 4.633 2.511
H -0.206 -6.040 0.043
H -0.807 -1.400 5.118
H -0.759 -0.208 -4.719
O -0.784 1.499 -2.723
N -4.354 2.609 3.070
P -0.701 0.061 -2.059
H 6.010 3.825 2.990
H 0.994 -0.360 -4.890
H -3.518 -2.395 -3.730
C -0.233 -3.896 0.134
H -4.577 -1.529 -2.608
H -1.258 -3.837 0.490
C -1.886 2.398 -2.443
H 3.318 -3.927 -1.135
H 1.706 1.942 -0.572

Record 3
Below is C26H35N7PdSb2 as an isolated structure in a non-equilibrium geometry, with properties calculated with ωB97M-V/def2-TZVPD.

Properties
- Strongest force on any atom: 2.42 eV/A
- Frontier orbital gap (spin up / spin down): 4.53 / 4.51 eV
- Total charge: +2
- Relative energy (zero: lowest compared OMol25 entry of this formula, charge and spin): 157.13 kJ/mol
- Electronic energy: -54498.7122 eV
- LUMO (spin up / spin down): -8.53 / -8.55 eV

Positions of all 71 atoms, in Å:
H -2.070 0.460 0.710
C 4.433 0.272 0.844
H -0.751 -4.283 -1.274
N -3.266 -4.575 0.057
H 4.489 0.874 1.749
C -3.028 -4.888 1.373
C 1.294 4.889 -3.263
C 0.820 0.517 4.765
H 1.253 -2.473 -0.802
C -0.502 2.003 -2.181
H 0.027 2.480 -3.003
H 2.781 -1.216 -2.097
C -3.040 -7.001 2.612
H -1.554 1.911 -2.440
C 1.309 4.608 -0.822
H 4.322 -0.359 -2.300
H 0.456 5.556 -3.124
H -3.544 -3.506 -1.650
C 3.489 3.245 -3.595
C -0.549 0.575 4.912
H 1.986 0.784 2.864
C -3.194 -6.297 1.421
H 2.019 4.562 -0.001
C 1.045 0.738 3.402
H 5.367 0.356 0.298
C 3.712 2.848 -1.165
H 1.555 0.348 5.524
H -2.258 -4.360 4.580
C 2.897 3.833 -4.695
C -1.666 -1.436 -0.108
H -2.000 4.771 -1.685
N -0.363 -1.227 -0.183
H -2.026 5.246 0.025
Pd 0.441 0.811 0.493
C -2.705 -6.268 3.728
C -2.043 4.410 -0.664
C 1.783 4.655 -4.530
N -3.493 -6.689 0.154
H -4.008 -2.637 -0.155
Sb 2.835 0.930 -0.445
H 4.715 2.542 -1.452
H -1.176 0.469 5.774
C -3.266 -3.308 -0.605
C 3.248 -0.241 -2.194
H -2.036 0.941 3.455
C -0.786 -3.285 -0.891
H 4.371 2.638 -3.728
H -2.515 -3.099 2.471
H 0.799 5.567 -0.808
N -1.066 0.811 3.694
C -2.640 -0.416 0.365
H -0.091 0.997 -2.014
Sb -0.321 3.149 -0.335
N -0.113 0.917 2.768
N -1.965 -2.682 -0.535
H -3.248 -0.794 1.188
N -3.528 -5.705 -0.616
C 3.007 3.461 -2.301
H 1.318 5.114 -5.386
H 3.767 3.494 -0.291
H 2.849 0.263 -3.070
H 4.265 -0.769 1.115
H -3.309 -0.107 -0.438
H -3.191 -8.066 2.645
H -2.574 -6.771 4.672
C -2.525 -4.880 3.673
H -2.957 3.842 -0.514
C 0.196 -2.374 -0.664
C 1.885 4.312 -2.134
C -2.678 -4.165 2.504
H 3.308 3.674 -5.679

Record 4
Below is C26H35N9Pd as an isolated structure, with properties calculated with ωB97M-V/def2-TZVPD.

Properties
- Strongest force on any atom: 0.61 eV/A
- Frontier orbital gap (spin up / spin down): 7.41 / 4.80 eV
- Multiplicity: 5
- Total charge: +4
- Relative energy (zero: lowest compared OMol25 entry of this formula, charge and spin): 171.33 kJ/mol
- Electronic energy: -44379.4848 eV
- LUMO (spin up / spin down): -11.32 / -13.81 eV

Positions of all 71 atoms, in Å:
H -1.687 -6.255 -2.452
C -3.761 1.158 -1.069
N 3.649 -2.133 -3.060
H -2.427 0.941 5.541
C -2.132 0.542 4.579
H 3.286 -1.069 -0.506
C 3.628 4.842 1.183
C -4.577 0.301 -3.179
C -1.459 -0.662 4.481
H 2.945 5.608 0.810
H 4.423 5.354 1.723
N 1.156 2.148 1.741
C 3.633 -2.827 -1.723
H 2.321 -1.302 -4.489
C 3.880 2.857 2.729
N -2.419 -1.824 -2.338
H -0.611 -6.223 -0.184
H 3.383 2.103 3.346
H -0.280 -4.042 0.932
H -2.485 -4.091 -3.419
H 1.368 5.270 2.807
H -0.510 -2.048 3.134
C 2.927 3.884 2.136
H 3.206 -3.816 -1.893
H 1.926 -0.085 -2.343
H 0.981 -2.669 -1.348
H 2.783 -2.591 0.215
H -2.991 2.146 3.407
H 0.464 -0.909 -2.868
N -1.949 -0.179 -0.650
C -5.663 2.174 -2.047
H 4.084 4.316 0.344
C -1.789 -2.931 -1.778
C 2.253 -1.850 -3.550
N -1.363 -0.506 2.077
H -4.835 2.793 -0.148
H 1.549 1.756 2.592
C -1.073 -1.125 3.211
H 4.183 -1.261 -2.998
C -0.742 -4.096 -0.047
C 2.152 4.639 3.226
H 1.794 -2.820 -3.748
H 4.565 3.378 3.398
C -1.961 -4.129 -2.474
C 1.476 -1.069 -2.498
C 2.809 -2.028 -0.718
N -2.598 1.322 1.094
C -3.672 0.264 -2.147
H 0.151 2.306 1.788
H 4.475 2.367 1.959
H -6.300 1.351 -3.914
C -2.436 1.218 3.409
H 4.147 -2.712 -3.744
H 2.856 5.294 3.741
N 1.430 -1.767 -1.191
Pd -0.330 -1.091 0.250
C -0.922 -5.311 -0.673
H 1.442 3.720 0.564
H 4.661 -2.949 -1.386
H -4.529 -0.391 -4.008
C -2.712 0.778 -0.146
C -5.574 1.287 -3.115
C -2.102 0.663 2.144
N -1.143 -2.931 -0.588
C -4.759 2.117 -0.988
C -2.596 -0.685 -1.809
N 1.873 3.185 1.315
H 1.726 3.960 3.967
H -6.455 2.910 -2.033
H -1.214 -1.252 5.354
C -1.528 -5.322 -1.926

Record 5
Below is C26H36As3F3N2O2Rb as an isolated structure, with properties calculated with ωB97M-V/def2-TZVPD.

Properties
- Strongest force on any atom: 0.16 eV/A
- Frontier orbital gap: 7.00 eV
- Total charge: -1
- Relative energy (zero: lowest compared OMol25 entry of this formula, charge and spin): 0.00 kJ/mol
- Electronic energy: -225942.1823 eV
- LUMO: 2.12 eV

Positions of all 73 atoms, in Å:
C 1.698 -5.577 3.229
H -4.041 -1.180 -1.433
H 2.758 2.306 -1.114
F 0.599 -5.216 3.936
H -1.058 3.990 -3.522
H 0.568 -0.714 1.395
C -2.285 2.587 0.896
H -1.705 5.271 -0.959
C 1.468 -0.728 1.989
H -2.173 -2.359 0.009
C 2.024 -3.810 -0.089
H -3.489 -1.844 -2.988
C -3.437 -0.982 -2.321
H 2.905 3.350 -2.530
C 1.264 -4.623 -0.944
C 3.870 -0.527 2.088
C 3.825 -0.827 3.439
C 1.046 -4.286 -2.315
C -0.327 2.459 -0.637
H -0.619 5.597 0.408
H -3.723 2.154 -1.418
As -1.553 -0.705 -1.828
H -5.119 3.870 0.649
H 0.082 -6.409 -1.030
H 0.616 4.327 -3.975
C 2.177 -4.113 1.252
As 0.577 2.339 -2.396
H -2.834 0.196 0.126
F 2.739 -4.965 3.824
O 1.510 -0.236 -0.669
H -0.224 3.504 -0.340
H 4.809 -0.345 1.589
C 2.615 -1.084 4.076
As -2.738 4.476 1.288
C -1.854 0.479 -0.272
H -0.407 -2.304 -0.242
C -1.658 5.588 0.081
H -2.650 3.516 -1.767
H 4.751 -0.875 3.999
H -3.217 2.083 1.180
C 0.808 -4.034 -3.502
C 0.671 -5.769 -0.386
H 2.595 -1.333 5.129
H 2.055 3.950 -1.086
H 2.476 -2.912 -0.490
H -4.872 5.615 0.536
H -3.838 -0.115 -2.844
C -4.434 4.644 0.304
C -2.684 2.438 -1.605
C -0.040 4.065 -3.143
N 2.659 -0.230 -0.044
H 0.315 1.863 0.016
H -1.406 -3.188 -1.388
C -1.785 2.007 -0.450
N 3.809 -0.079 -0.629
C -1.377 -2.316 -0.737
C 2.681 -0.481 1.359
O 3.752 0.068 -1.874
C 2.255 3.070 -1.702
H 2.759 -3.461 1.891
H -1.104 0.178 0.462
C 1.441 -1.029 3.344
Rb 1.636 -1.178 -3.306
H -4.310 4.556 -0.773
C 0.826 -6.078 0.951
H 0.012 4.858 -2.395
H -2.371 1.958 -2.536
H 0.491 -1.241 3.820
C 1.583 -5.253 1.777
H 0.361 -6.969 1.357
H -1.560 2.314 1.668
F 1.849 -6.905 3.452
H -2.049 6.603 0.163

Record 6
Below is C26H36BNO3P2Sc as an isolated structure in a non-equilibrium geometry, with properties calculated with ωB97M-V/def2-TZVPD.

Properties
- Strongest force on any atom: 3.70 eV/A
- Frontier orbital gap (spin up / spin down): 6.06 / 6.06 eV
- Total charge: +1
- Relative energy (zero: lowest compared OMol25 entry of this formula, charge and spin): 161.87 kJ/mol
- Electronic energy: -75124.0861 eV
- LUMO (spin up / spin down): -3.67 / -3.67 eV

Positions of all 70 atoms, in Å:
C -0.331 1.667 -3.412
C 3.003 0.317 3.150
H -4.171 2.342 -3.924
H 2.606 -0.274 5.181
H -4.660 0.300 -2.579
N -0.979 -0.669 -3.683
H 4.980 0.757 2.507
H 1.059 3.033 4.219
H 3.246 0.021 -2.199
C -0.860 2.967 -3.322
H 3.869 0.610 1.142
P -3.025 0.208 -0.695
C 1.679 -2.881 -2.704
C -2.125 -3.371 0.253
H 3.858 2.845 1.952
C -4.451 -0.614 0.124
C -2.203 3.252 -3.633
H -1.708 -2.867 -2.551
H -1.666 -4.326 0.498
C 0.377 -2.346 -2.671
C 1.299 -0.072 -3.091
C 2.510 -0.630 -2.578
C 3.233 2.910 2.845
H 4.436 -0.845 2.037
H 0.033 0.830 -0.241
H 1.520 -2.785 0.231
C -2.704 0.940 -3.241
H 0.416 -2.974 1.602
H -3.062 2.684 -0.930
H 2.648 3.835 2.819
C 0.200 -1.042 -3.215
H -2.559 4.266 -3.817
C 3.441 -0.254 4.466
H 3.758 -1.276 4.265
H -3.367 2.159 0.731
H 1.659 1.992 -2.753
C 1.013 1.310 -3.214
H 0.460 -4.220 0.340
O -2.031 -0.310 3.571
C 1.554 2.064 4.364
C -3.136 2.222 -3.646
H -4.666 -1.571 -0.347
C -3.592 -0.010 -2.454
H 4.277 0.287 4.895
H -4.640 2.033 -0.474
Sc -0.794 0.988 1.031
C -1.337 0.599 -3.497
H -0.220 3.752 -3.046
H 3.903 3.005 3.703
C 2.745 -2.021 -2.597
O 1.395 1.601 2.030
P -0.839 -2.216 -0.306
H 1.783 -3.967 -2.761
C -3.561 1.936 -0.326
C 0.533 -3.141 0.527
C 2.337 1.731 3.108
H -0.535 -4.116 -1.919
H -3.418 -1.055 -2.795
H -4.180 -0.769 1.167
H 0.799 1.308 4.624
C -1.412 -0.265 2.600
H -2.580 -2.952 1.146
B 1.039 0.248 2.267
H -2.876 -3.522 -0.513
C 4.120 0.201 2.129
H -5.319 0.040 0.083
H 2.267 2.163 5.181
H 3.761 -2.428 -2.435
O 1.956 -0.592 2.794
C -0.765 -3.043 -2.011

What did the second record say?
Below is C26H35N7O5PPd as an isolated structure, with properties calculated with ωB97M-V/def2-TZVPD.

Properties
- Strongest force on any atom: 0.86 eV/A
- Frontier orbital gap: 8.48 eV
- Total charge: +1
- Relative energy (zero: lowest compared OMol25 entry of this formula, charge and spin): 55.66 kJ/mol
- Electronic energy: -60965.1814 eV
- LUMO: -1.98 eV

Positions of all 75 atoms, in Å:
H -1.100 -1.613 2.662
C -0.051 -2.252 -4.794
N -5.235 4.284 1.753
H -5.219 4.790 0.885
C 1.650 -2.726 -0.469
H 0.944 0.199 5.982
O 0.318 -0.690 -2.994
H 5.411 -0.096 -1.201
H -3.549 3.256 -3.480
C -0.353 -0.949 3.079
H -2.803 -1.654 -0.841
O 2.472 2.213 5.621
C 3.632 1.069 -0.895
C 1.574 0.728 4.014
C -2.564 -1.787 -1.900
H 4.127 2.024 -1.009
N -3.625 2.950 0.864
H 2.158 -6.059 -0.811
H -1.435 3.345 -2.153
Pd -0.290 -0.120 0.118
H 1.905 1.072 1.909
C 3.697 -1.329 -0.867
N 0.386 -0.271 2.199
C 2.306 -3.924 -0.762
C -2.747 2.541 -3.673
H 4.288 -2.230 -0.945
H 0.782 -2.838 -4.403
H 3.793 1.426 2.857
H 5.431 2.452 4.734
H 4.200 3.725 4.572
C 2.322 -1.403 -0.614
H -2.464 2.018 -1.600
C -3.768 -2.256 -2.678
H -4.121 -3.208 -2.279
C 2.268 1.018 -0.644
C 0.784 0.040 4.924
C 0.111 -0.798 -4.429
N -2.059 1.052 0.980
H -0.980 -2.655 -4.390
C -4.380 3.264 1.896
N 3.669 1.915 3.729
H -1.738 -2.496 -1.977
H -3.193 1.584 -3.942
C 1.335 0.544 2.663
C -0.185 -0.826 4.446
N 0.389 -2.732 -0.039
C 2.608 1.688 4.532
C -2.805 1.939 0.955
C 0.347 -5.125 -0.117
H -2.157 2.906 -4.514
O -2.154 -0.511 -2.441
C 1.621 -0.202 -0.488
C 4.347 -0.115 -1.005
C 4.682 2.887 4.065
C 1.653 -5.129 -0.585
O 5.254 3.254 2.828
H -3.676 1.881 3.215
H -0.072 -2.362 -5.878
H -4.891 2.919 3.860
H -5.790 4.633 2.511
H -0.206 -6.040 0.043
H -0.807 -1.400 5.118
H -0.759 -0.208 -4.719
O -0.784 1.499 -2.723
N -4.354 2.609 3.070
P -0.701 0.061 -2.059
H 6.010 3.825 2.990
H 0.994 -0.360 -4.890
H -3.518 -2.395 -3.730
C -0.233 -3.896 0.134
H -4.577 -1.529 -2.608
H -1.258 -3.837 0.490
C -1.886 2.398 -2.443
H 3.318 -3.927 -1.135
H 1.706 1.942 -0.572